# 1
Computed, not measured: a 3-piece molecular cluster, C2H11NO3 overall, with ωB97M-V/def2-TZVPD.

Summary:
HOMO energy, eV: -9.4
Lowest unoccupied orbital energy, eV: 0.45

Each line ends with the natural charge from an NBO analysis.
Atoms and positions in Å:
C -1.2395 -1.2446 -0.6762  -0.433
N -1.5496 -0.3880 0.4802  -0.622
C -1.4771 1.0131 0.1188  0.082
O -0.2015 1.5286 -0.2685  -0.763
H -2.0608 -1.3551 -1.3775  0.193
H -1.0567 -2.2378 -0.2554  0.194
H -0.3357 -0.9711 -1.2131  0.193
H -0.8701 -0.5685 1.1890  0.350
H -2.0672 1.2023 -0.7715  0.170
H -1.8519 1.5500 0.9886  0.162
H 0.3192 1.7214 0.5025  0.475
O 2.0235 -0.1744 -1.2072  -0.948
H 2.9254 0.1305 -1.0403  0.458
H 1.5713 0.6851 -1.3003  0.491
O 1.8999 -0.0553 1.9621  -0.939
H 2.4043 0.0844 1.1274  0.470
H 1.5666 -0.9205 1.7415  0.466

=====

# 2
Computed, not measured: a 4-piece molecular cluster, C2H11NO3 overall, with ωB97M-V/def2-TZVPD.

Summary:
HOMO energy, eV: -7.9
Lowest unoccupied orbital energy, eV: 0.44

Each line ends with the natural charge from an NBO analysis.
Atoms and positions in Å:
C -2.8037 -0.2253 -1.6175  -0.558
C -2.8993 0.6381 -0.5791  0.032
N -1.9132 0.8712 0.3805  -0.800
H -1.8036 -0.5550 -1.8418  0.185
H -3.6786 -0.7202 -2.0175  0.213
H -3.8368 1.2068 -0.2665  0.176
H -0.9847 0.9075 0.0146  0.389
H -2.0956 1.6077 0.9304  0.358
O 2.1933 -1.8575 -1.1134  -0.958
H 1.8027 -0.9932 -0.9645  0.484
H 1.5044 -2.4665 -1.3726  0.471
O 3.1408 -0.1732 2.2584  -0.943
H 4.0445 -0.4147 2.1658  0.475
H 2.8872 -1.0143 2.7679  0.483
O 1.0809 0.9239 0.4143  -0.984
H 1.9458 0.6726 0.9722  0.515
H 1.4159 1.5923 -0.1312  0.462

=====

# 3
Computed, not measured: a 4-piece molecular cluster, C2H11NO3 overall, with ωB97M-V/def2-TZVPD.

Summary:
HOMO energy, eV: -9.8
Lowest unoccupied orbital energy, eV: 0.23

Each line ends with the natural charge from an NBO analysis.
Atoms and positions in Å:
C -1.0251 1.1858 -0.2097  -0.066
N -1.7456 0.3598 0.3998  -0.376
C -3.0733 0.1352 -0.1370  -0.442
H 0.0063 1.4096 0.0849  0.169
H -1.3557 1.6747 -1.1343  0.131
H -3.2276 -0.9377 -0.2349  0.207
H -3.1977 0.5905 -1.1277  0.167
H -3.8059 0.5150 0.5708  0.211
O -0.7864 -0.4538 5.6673  -0.934
H -0.2819 0.3689 5.7123  0.467
H -0.1216 -1.1338 5.5195  0.467
O 1.9287 -3.6426 -2.0159  -0.936
H 1.4473 -2.8914 -2.3707  0.468
H 2.6320 -3.2679 -1.4758  0.467
O 3.9445 2.3223 -3.1650  -0.932
H 3.7771 1.4877 -2.7174  0.465
H 4.8850 2.2777 -3.3662  0.468

=====

# 4
Computed, not measured: a 3-piece molecular cluster, C2H11NO3 overall, with ωB97M-V/def2-TZVPD.

Summary:
Charge: +1
HOMO energy (alpha / beta), eV: -14.4 / -14.4
Lowest unoccupied orbital energy (alpha / beta), eV: -3.64 / -9.03
2S+1: 2

Each line ends with the natural charge from an NBO analysis.
Atoms and positions in Å:
C -1.0817 0.7325 0.6470  -0.063
O -1.9003 1.0756 -0.4274  -0.693
C 0.1626 1.6480 0.8015  -0.317
N 1.2204 0.9385 1.4093  -0.258
H -1.6690 0.6967 1.5742  0.215
H -0.7024 -0.2776 0.4341  0.210
H -1.9704 2.0317 -0.5417  0.491
H 0.5520 1.8454 -0.2188  0.321
H -0.0778 2.5630 1.3270  0.253
H 1.5901 0.1518 0.8812  0.427
H 1.9886 1.5268 1.7485  0.421
H -0.9853 -1.6129 -1.8840  0.477
H -1.2710 -0.0373 -1.8654  0.488
O -0.6948 -0.7415 -2.1844  -0.971
H 1.0780 -3.4898 -1.1348  0.476
H 2.2873 -3.7840 -0.2866  0.480
O 1.4738 -3.2669 -0.2796  -0.954

=====

Asked for calculated total energy across the records above, the calculation gives -363.2493, -363.2204, -363.2218, -362.9141 hartree in order.
Asked for relative energy (zero: lowest compared OMol25 entry of this formula, charge and spin) across the records above, the calculation gives 15.74, 33.87, 33.02, 29.10 kcal per mole in order.
Asked for largest force on an atom across the records above, the calculation gives 1.90, 4.23, 0.74, 2.26 eV/A in order.